Record 1
5 unconnected molecules or ions with the total composition C36H80BrClIN5O20P5 at a distorted geometry, computed with ωB97M-V/def2-TZVPD.

```
! RIJCOSX wB97M-V def2-TZVPD def2/J DEFGRID3
* xyz 1 1
C 4.86065 0.56994 -0.69163
C 3.81456 1.23146 -1.64757
C 3.40214 0.23121 -2.75204
N 2.19849 -0.56927 -2.53676
C 2.16228 -1.67565 -1.75999
N 2.83061 -2.78321 -1.87639
C 3.71623 -2.91891 -3.03934
C 3.13981 -4.09203 -3.88505
O 1.97920 -3.96392 -4.23167
N 3.94743 -5.17598 -4.22550
C 3.20282 -6.20541 -4.94718
C 5.03469 -4.63620 -5.07768
C 2.81884 -3.94523 -0.96632
I 1.19660 -5.33684 -1.19236
C 2.94910 -3.58191 0.51855
C 3.23398 -4.81810 1.39945
N 1.18001 -1.39975 -0.74745
Br 1.83661 -0.42863 0.69348
C 0.10671 -0.78386 -1.57469
C -0.81944 0.03340 -0.64700
C -2.22898 0.29996 -1.25116
C -2.89634 1.61468 -0.79679
C -4.10558 1.82199 -1.75674
C -3.43552 1.49867 0.64019
P -0.80215 -2.39831 -2.02376
O -1.98854 -1.98888 -3.07644
Cl -1.80971 -3.01326 -0.29462
C 0.80844 -0.04304 -2.80485
C 0.59614 1.46677 -2.72613
C 1.15694 2.30271 -3.89965
C 2.21047 3.31279 -3.47699
N 3.27425 3.46846 -4.36000
O 2.18540 3.92460 -2.43049
C 0.56047 -0.62436 -4.20874
C -0.73197 -0.04375 -4.85654
C -1.44703 -0.99900 -5.79903
O -0.65607 0.19574 -6.21133
H 5.84754 0.94011 -0.97118
H 4.64996 0.81804 0.34609
H 4.89315 -0.51761 -0.80277
H 2.99444 1.61843 -1.05130
H 4.33125 2.05905 -2.12978
H 4.25274 -0.44605 -2.85021
H 3.38830 0.77042 -3.70338
H 3.63132 -2.06787 -3.70301
H 4.74195 -3.12791 -2.73826
H 2.21163 -6.36868 -4.53013
H 3.05492 -5.96890 -6.00504
H 3.73871 -7.14898 -4.84110
H 4.65015 -4.24448 -6.02497
H 5.75644 -5.43211 -5.25262
H 5.57255 -3.82558 -4.58329
H 3.71403 -4.51551 -1.21378
H 1.96676 -3.23413 0.83883
H 3.73263 -2.84177 0.69354
H 2.29025 -5.34142 1.54745
H 3.96420 -5.49767 0.95950
H 3.52467 -4.48642 2.39629
H -1.00631 -0.51241 0.27742
H -0.42708 1.00605 -0.33844
H -2.23556 0.24068 -2.34112
H -2.86686 -0.51506 -0.89788
H -2.15852 2.41881 -0.88211
H -4.92946 2.32623 -1.26060
H -3.73639 2.35711 -2.63505
H -4.39922 0.82677 -2.09764
H -4.05272 0.60702 0.76458
H -2.61997 1.41691 1.36532
H -3.99758 2.40788 0.84877
H -2.49219 -2.79907 -3.23276
H 1.00806 1.89116 -1.80829
H -0.46715 1.68785 -2.66189
H 0.33940 2.89524 -4.32428
H 1.56645 1.73101 -4.73176
H 3.87044 4.23699 -4.08394
H 2.98856 3.52159 -5.33021
H 0.46500 -1.70858 -4.24291
H 1.31368 -0.30475 -4.93068
H -1.36276 0.60462 -4.25618
H -0.87275 -1.70802 -6.37892
H -2.49654 -0.79286 -5.95832
C -0.55568 0.57122 5.13486
O -1.51937 1.29093 5.91221
P -3.14079 0.99211 5.51158
O -3.22979 2.17705 4.58319
O -3.60436 1.31769 7.04192
C -2.75500 1.20952 8.18425
O -4.64133 0.37821 5.15547
C -5.75595 1.26722 5.27116
H 0.44173 0.87482 5.44424
H -0.65534 -0.50536 5.28355
H -0.69418 0.81028 4.07602
H -2.17219 2.12246 8.30215
H -2.09076 0.35105 8.11877
H -3.39218 1.08927 9.05878
H -5.75218 1.98766 4.45499
H -5.76064 1.78450 6.22742
H -6.65901 0.66313 5.20469
C -1.01025 3.83623 -7.31671
O -0.02772 4.84978 -7.01468
P -0.06859 6.24759 -7.93582
O 0.93978 5.91220 -8.97974
O 0.53998 7.15562 -6.72220
C 0.59363 6.75373 -5.35566
O -0.86877 7.51520 -8.59436
C -0.07660 8.61114 -9.05568
H -0.83020 2.98784 -6.65943
H -2.01709 4.21480 -7.13633
H -0.91882 3.51022 -8.35414
H 1.48617 6.15122 -5.17848
H -0.29335 6.19982 -5.05790
H 0.65982 7.65442 -4.74787
H 0.44729 8.33966 -9.97025
H 0.63273 8.94037 -8.29948
H -0.76384 9.42851 -9.26730
C -12.11947 2.79363 7.81616
O -10.77960 2.75604 8.34892
P -9.63482 3.70418 7.57995
O -9.04292 2.70901 6.64077
O -8.78351 3.87254 8.96482
C -9.29016 3.59373 10.26959
O -9.04667 5.12758 7.00286
C -7.63575 5.21373 6.81184
H -12.73262 2.11108 8.39849
H -12.53773 3.79717 7.89931
H -12.12198 2.47812 6.77107
H -9.19030 2.53079 10.48863
H -10.32748 3.89887 10.37805
H -8.68761 4.15283 10.98399
H -7.33388 4.62565 5.94636
H -7.09013 4.88897 7.69533
H -7.40594 6.26212 6.62726
C 7.52842 -4.33261 3.27944
O 7.46309 -5.26071 4.37318
P 6.57775 -6.68406 4.11958
O 5.31882 -6.12766 4.73514
O 7.51516 -7.50476 5.16778
C 8.85228 -7.13770 5.51452
O 5.87874 -8.08606 3.56307
C 5.15792 -8.87443 4.50897
H 8.09997 -3.46681 3.60431
H 8.03222 -4.78141 2.42204
H 6.52287 -4.01362 2.99172
H 8.83835 -6.39119 6.30747
H 9.40597 -6.76011 4.65841
H 9.35332 -8.02961 5.88611
H 4.21612 -8.39132 4.76295
H 5.74142 -9.05616 5.40883
H 4.95135 -9.83089 4.03007
*
```

For the strongest force on any atom, the calculation gives 8.7 eV Å⁻¹. Its lowest unoccupied orbital energy is -3.73 eV. The total energy is -8236.518832 hartree. As for the HOMO energy: -10.658 eV.

***

Record 2
7 unconnected molecules or ions with the total composition C33H34O19 at a distorted geometry, computed with ωB97M-V/def2-TZVPD.

```
! RIJCOSX wB97M-V def2-TZVPD def2/J DEFGRID3
* xyz 0 1
O 31.74597 16.38851 23.36394
C 30.56035 16.58124 23.11248
C 29.47651 16.50882 24.13700
C 27.92287 16.77937 23.89075
O 27.03006 17.14741 24.77368
C 27.48349 16.90302 22.46750
O 26.35563 16.91330 22.16044
C 28.57585 17.05869 21.55281
C 30.06396 17.00239 21.86433
O 31.00409 17.26473 20.83319
H 29.74667 16.24856 25.24278
H 27.30310 16.68296 25.49003
H 28.30181 17.34338 20.50129
H 31.76876 17.12770 21.40298
O 19.50515 23.26639 20.22849
C 19.63771 22.05624 20.63334
C 18.58678 21.15958 20.69159
C 18.78004 19.78615 21.33389
O 17.70725 18.85651 21.33245
C 20.09325 19.24092 21.73590
O 20.26047 18.12316 22.00059
C 21.07677 20.26458 21.85535
C 20.91698 21.62122 21.19399
O 22.02726 22.42725 21.21451
H 17.54724 21.45754 20.52544
H 16.96975 19.27388 20.93823
H 22.00602 19.79034 22.39458
H 21.96157 23.37357 21.24609
O 23.87666 13.58037 24.89549
C 22.88146 13.04889 24.47729
C 22.88870 12.43168 23.16982
C 21.58752 11.89418 22.52652
O 21.43813 11.58725 21.19215
C 20.42104 11.72712 23.27599
O 19.39498 11.16376 22.79077
C 20.37609 12.38039 24.61145
C 21.63585 12.98533 25.22958
O 21.54687 13.47813 26.50842
H 23.79519 12.49668 22.63079
H 22.21185 11.48640 20.68060
H 19.41337 12.11091 25.18867
H 22.07438 14.25046 26.53137
O 21.57940 15.24124 22.11741
C 22.34215 15.31780 21.13769
C 23.78884 14.91145 21.13962
C 24.47825 14.73916 19.82645
O 25.78081 14.41071 19.78656
C 23.89366 15.07204 18.51370
O 24.54479 14.71166 17.52054
C 22.47709 15.54616 18.51584
C 21.75375 15.60664 19.90697
O 20.48554 16.13374 19.94993
H 24.45860 14.88918 22.06412
H 26.05916 14.12428 20.57724
H 22.09115 15.98120 17.50051
H 20.30271 16.40186 20.84424
C 26.00135 20.53201 25.17476
C 25.10819 21.01581 24.08758
C 25.70197 21.23900 22.77168
O 23.92154 21.36365 24.24696
H 26.42274 19.60695 24.79409
H 25.52318 20.32810 26.08356
H 26.76006 21.18145 25.46708
H 24.99263 21.30284 21.99040
H 26.31735 20.52867 22.27256
H 26.48407 22.01865 22.92838
C 28.03250 13.32507 27.66872
C 27.10752 14.57307 27.58376
C 25.87830 14.41118 28.29428
O 27.38358 15.44359 26.81899
H 28.90112 13.55935 27.40406
H 27.59250 12.35094 27.13456
H 28.23559 13.12246 28.86251
H 25.70825 13.75825 29.16467
H 24.96529 14.18198 27.66642
H 25.68770 15.43623 28.88435
C 24.19933 17.84094 26.91171
C 23.30429 16.74115 26.33071
C 23.31426 16.78477 24.71561
O 22.70354 15.89205 26.90619
H 24.30829 17.85241 27.95167
H 24.13335 18.85161 26.65171
H 25.16659 17.68601 26.53085
H 22.61046 17.67442 24.42652
H 23.28575 15.77285 24.25954
H 24.13447 17.15981 24.28286
*
```

For the strongest force on any atom, the calculation gives 9.8 eV Å⁻¹. Its lowest unoccupied orbital energy is -2.43 eV. The structure (SMILES) is O=C1C=C(O)C(=O)C=C1O.O=C1C=C(O)C(=O)C=C1O.O=C1C=C(O)C(=O)C=C1O.O=C1C=C(O)C(=O)C=C1O.CC(C)=O.CC(C)=O.CC(C)=O. The total energy is -2706.865524 hartree. As for the HOMO energy: -8.679 eV. The calculation puts the energy above the lowest of the compared OMol25 structures with the same formula, charge and spin at 0.000 eV.

***

Record 3
A molecular structure, C43H56CaClN5O3S2, computed with ωB97M-V/def2-TZVPD.

```
! RIJCOSX wB97M-V def2-TZVPD def2/J DEFGRID3
* xyz -2 1
Ca 0.84061 -1.58688 -1.30583
C -1.55505 -2.82703 0.93601
N -0.14577 -3.20180 0.83324
C -0.01219 -4.56859 0.29442
C -0.47797 -4.74510 -1.13218
N 0.42303 -4.20668 -2.15729
C 1.70570 -4.90923 -2.13685
C -0.28046 -4.26549 -3.44037
C -0.00076 -5.29898 -4.33272
C -0.68277 -5.34872 -5.54877
C -1.63080 -4.37625 -5.81948
C -1.89019 -3.37574 -4.87873
C -1.23326 -3.25761 -3.64356
S -2.68244 -0.53108 -2.39166
C 0.59124 -3.10943 2.06436
C -0.06381 -3.21068 3.28578
C 0.61981 -3.11556 4.49451
C 1.99221 -2.92837 4.46751
C 2.65335 -2.83038 3.25131
C 1.98922 -2.90369 2.02025
S 2.88188 -2.68666 0.53204
H -2.16462 -3.59656 1.43634
H -1.96641 -2.64558 -0.05627
H -1.66060 -1.89920 1.49063
H -0.60614 -5.25349 0.92517
H 1.03254 -4.86059 0.39609
H -1.45111 -4.27848 -1.29095
H -0.61183 -5.82916 -1.29981
H 1.58474 -6.00573 -2.10058
H 2.28853 -4.60016 -1.27185
H 2.25921 -4.65606 -3.03643
H 0.74076 -6.06300 -4.12022
H -0.46630 -6.13408 -6.26658
H -2.16395 -4.39347 -6.76859
H -2.64579 -2.63454 -5.15062
H -1.13746 -3.35212 3.29707
H 0.08258 -3.18000 5.43363
H 2.55309 -2.84438 5.39287
H 3.72416 -2.66298 3.22635
C 1.40305 -0.31527 -3.66647
C 2.40305 -1.31365 -3.62576
C 3.28694 -1.00754 -2.56175
C 2.83025 0.17482 -1.93843
C 1.66004 0.59666 -2.62611
C 0.84376 1.81608 -2.31194
C 3.45175 0.89333 -0.77147
C 4.53429 -1.78425 -2.24367
C 2.61707 -2.39576 -4.64543
C 0.30304 -0.18015 -4.67719
H 1.02080 2.13763 -1.28218
H -0.22731 1.61768 -2.41833
H 1.09128 2.66645 -2.96269
H 2.74108 1.03130 0.05193
H 3.81546 1.89070 -1.05191
H 4.29367 0.33165 -0.36505
H 4.32536 -2.83669 -2.02834
H 5.03942 -1.38375 -1.36410
H 5.24683 -1.75955 -3.07831
H 1.67105 -2.82943 -4.98086
H 3.22155 -3.20930 -4.23850
H 3.14803 -2.02290 -5.53146
H -0.66865 -0.02914 -4.20409
H 0.20969 -1.08319 -5.28271
H 0.47987 0.66993 -5.35128
C -2.56489 5.15109 3.66942
C -2.34951 3.64307 3.84285
C -0.92237 3.42057 4.35782
C -3.31952 3.15294 4.92937
C -2.64432 2.89763 2.49373
O -4.05228 3.02422 2.22720
C -1.94628 3.47190 1.24405
C -0.40745 3.53944 1.13073
C 0.18712 4.92522 1.21354
C -0.34997 5.99559 0.50117
C 0.21145 7.25826 0.55858
C 1.33668 7.45631 1.33735
Cl 2.04782 9.05001 1.42771
C 1.91266 6.41445 2.03912
C 1.33336 5.15927 1.96796
C -2.46410 1.35664 2.57741
N -1.22668 0.81937 2.05546
C -0.98751 0.46161 0.79542
N 0.23896 -0.02294 0.68890
C 0.71095 0.06352 1.95779
N -0.13545 0.57133 2.82697
H -2.39994 5.65309 4.62657
H -3.58733 5.38574 3.35487
H -1.86636 5.58375 2.95005
H -0.85783 3.79215 5.38542
H -0.18690 3.97203 3.77214
H -0.63604 2.36933 4.35818
H -3.18527 3.76678 5.82441
H -3.12478 2.11907 5.21877
H -4.35621 3.22761 4.60429
H -4.21690 3.91334 1.89954
H -2.35488 4.47753 1.10215
H -2.33708 2.87811 0.41521
H -0.12604 3.12067 0.16224
H 0.08166 2.90497 1.86719
H -1.22015 5.84093 -0.12613
H -0.21315 8.08070 -0.00120
H 2.80176 6.58191 2.63170
H 1.78807 4.33658 2.50888
H -3.26909 0.91826 1.98554
H -2.55410 0.99362 3.59696
H -1.70703 0.48535 -0.00350
H 1.69671 -0.27876 2.23824
O -3.83746 -0.24561 0.00214
C -3.90835 -0.30468 -1.23079
O -1.33927 -0.64567 -1.66252
H -4.86705 -0.23844 -1.79507
*
```

For the strongest force on any atom, the calculation gives 0.7 eV Å⁻¹. Its lowest unoccupied orbital energy is 3.37 eV. The total energy is -4105.936576 hartree. As for the HOMO energy: -1.130 eV. The calculation puts the energy above the lowest of the compared OMol25 structures with the same formula, charge and spin at 2.778 eV.

***

Record 4
C6H14O in the gas phase, computed with ωB97M-V/def2-TZVPD.

```
! RIJCOSX wB97M-V def2-TZVPD def2/J DEFGRID3
* xyz 0 1
C -2.93016 -0.41101 0.70604
C -2.29403 0.26031 -0.51508
C -0.90197 0.82428 -0.17511
C 0.30253 -0.01466 -0.62246
C 1.53009 0.29756 0.23352
C 2.77368 -0.47906 -0.15592
O 3.77623 -0.18971 0.80145
H -3.92098 -0.81456 0.47451
H -3.04440 0.31141 1.52527
H -2.30712 -1.23182 1.08500
H -2.24101 -0.45903 -1.34507
H -2.94981 1.07313 -0.85120
H -0.78745 1.84717 -0.55707
H -0.86459 0.90499 0.91899
H 0.52535 0.17000 -1.68408
H 0.06448 -1.08534 -0.54172
H 1.75571 1.37162 0.19812
H 1.30549 0.06189 1.28161
H 2.54132 -1.55701 -0.17501
H 3.09815 -0.19335 -1.17018
H 4.56852 -0.68680 0.56840
*
```

For the strongest force on any atom, the calculation gives 0.5 eV Å⁻¹. Its lowest unoccupied orbital energy is 1.02 eV. The structure (SMILES) is CCCCCCO. The total energy is -312.236633 hartree. As for the HOMO energy: -10.308 eV. The calculation puts the energy above the lowest of the compared OMol25 structures with the same formula, charge and spin at 0.501 eV.

***

Q: Which of these has the lowest HOMO energy?
A: C36H80BrClIN5O20P5